No. 1
Density functional theory data (ωB97M-V/def2-TZVPD) for one molecule with the formula C12H16N2O.

Summary:
highest occupied orbital energy = -9.998 eV
SMILES = C=C[C@](C#N)([C@@H](C)CC)[C@@H](C#N)CC=O

```
! RIJCOSX wB97M-V def2-TZVPD def2/J DEFGRID3
* xyz 0 1
C -1.9411 -0.0983 1.1935
C -0.8575 -0.8124 0.8887
C 0.2874 -0.3875 -0.0248
C 1.4109 -1.2755 0.3411
N 2.2873 -1.9274 0.6900
C 0.8045 1.0726 0.2190
C -0.0250 2.1037 -0.5799
C 0.9027 1.4994 1.6932
C 2.1288 0.9832 2.4527
C 0.0048 -0.5899 -1.5917
C 0.7557 -1.7362 -2.1314
N 1.3743 -2.5883 -2.5852
C -1.4787 -0.8474 -1.9554
C -1.9164 -2.2958 -1.8415
O -2.6587 -2.6838 -0.9731
H -2.4443 -0.3139 2.1287
H -2.3836 0.6649 0.5677
H -0.7525 -1.7823 1.3615
H 1.8194 1.0989 -0.1834
H -0.0349 3.0769 -0.0982
H 0.4373 2.2624 -1.5554
H -1.0476 1.7792 -0.7633
H 0.0157 1.2500 2.2695
H 0.9631 2.5892 1.6915
H 2.1374 1.4264 3.4477
H 3.0644 1.1680 1.9295
H 2.0468 -0.0918 2.6075
H 0.3683 0.2610 -2.1604
H -1.5730 -0.6006 -3.0192
H -2.1727 -0.2003 -1.4318
H -1.5228 -3.0045 -2.5870
*
```



No. 2
Density functional theory data (ωB97M-V/def2-TZVPD) for a 2-piece molecular cluster, C6H11FO3P overall in a non-equilibrium geometry.

Summary:
highest occupied orbital energy = -3.105 eV

```
! RIJCOSX wB97M-V def2-TZVPD def2/J DEFGRID3
* xyz -1 1
C -2.9358 -0.1265 0.5415
C 0.9127 2.1383 0.8773
C 1.5009 -1.4674 0.8947
C -0.2685 -2.0810 -1.4536
C 0.1414 2.1358 -0.4178
C -0.0729 0.8080 -1.1039
O -3.0653 0.7043 1.3622
O -3.3971 -0.8109 -0.2892
O -1.1498 -0.8307 0.8502
F 1.1927 0.5258 -1.8855
P 0.0330 -0.7441 -0.1592
H 0.2668 1.7030 1.7169
H 1.0670 3.1049 1.3849
H 1.7985 1.6036 0.7083
H 2.4141 -1.1647 0.4782
H 1.5328 -1.1980 1.9140
H 1.3009 -2.5112 0.6864
H -1.1001 -1.7194 -1.9344
H 0.6051 -2.3780 -1.9564
H -0.6861 -2.9871 -0.9027
H -0.8536 2.4697 -0.3125
H 0.7629 2.8255 -0.9993
*
```



No. 3
Density functional theory data (ωB97M-V/def2-TZVPD) for a 2-piece molecular cluster, H6N2Si overall in a non-equilibrium geometry.

Summary:
highest occupied orbital energy = -7.520 eV

```
! RIJCOSX wB97M-V def2-TZVPD def2/J DEFGRID3
* xyz 0 1
N 1.3684 1.0549 0.1740
N 0.0024 0.8389 0.1746
Si -0.8133 -0.4618 -0.5151
H 1.9107 0.2579 -0.2292
H 1.5947 1.2294 1.1444
H -0.4836 1.3668 0.8996
H -0.2288 -1.2774 -1.4993
H -2.2531 -0.2440 -0.6602
H -1.0974 -2.7647 0.5111
*
```



No. 4
Density functional theory data (ωB97M-V/def2-TZVPD) for C24H20F6N4O3Re as an isolated structure in a non-equilibrium geometry.

Summary:
highest occupied orbital energy (spin up / spin down) = -7.377 / -6.964 eV

```
! RIJCOSX wB97M-V def2-TZVPD def2/J DEFGRID3
* xyz 0 2
Re -0.8213 0.1455 0.4051
O 2.5905 1.6085 2.3768
C 1.8352 1.3000 1.4871
N 0.9357 0.2460 1.5210
C 1.2932 -0.8720 2.2466
O 2.3490 -1.0662 2.8116
C 0.2236 -1.9150 2.1984
C 0.3413 -3.0969 2.9151
C -0.6964 -4.0112 2.8889
C -1.8339 -3.6973 2.1453
C -1.8624 -2.5231 1.4226
N -0.8450 -1.6560 1.4146
C 1.8502 2.0102 0.1606
C 2.7909 3.0118 -0.0541
C 2.8776 3.5940 -1.3069
C 2.0264 3.1420 -2.3029
C 1.1142 2.1405 -1.9995
N 1.0210 1.5949 -0.7991
H 1.2457 -3.2503 3.4833
H -0.6389 -4.9391 3.4377
H -2.6893 -4.3544 2.1269
H -2.7248 -2.2539 0.8274
H 3.4328 3.2946 0.7649
H 3.5954 4.3754 -1.5083
H 2.0684 3.5528 -3.2990
H 0.4346 1.7779 -2.7528
C -1.6784 1.7016 3.6527
C -2.2117 2.8250 2.8226
C -2.9378 3.8528 3.3788
C -3.3666 4.9339 2.6200
C -3.0405 5.0050 1.2729
C -2.3292 3.9945 0.6613
C -1.9355 4.0710 -0.7828
C -1.9337 2.8496 1.4179
N -1.3389 1.8409 0.8275
H -2.1553 1.6715 4.6286
H -0.6053 1.8312 3.7986
H -1.8300 0.7403 3.1535
H -3.1725 3.8123 4.4325
H -3.9403 5.7207 3.0792
H -3.3444 5.8660 0.6913
H -2.6422 4.6671 -1.3536
H -1.8558 3.0729 -1.2085
H -0.9516 4.5315 -0.8749
C -4.1016 0.6812 -1.1928
C -3.1718 -0.4266 -1.7109
O -2.1646 -0.7456 -0.8617
C -2.5519 0.0119 -3.0603
F -3.4254 0.5082 -3.9443
F -1.6563 0.9876 -2.8257
F -1.8879 -0.9679 -3.6762
C -4.0263 -1.6969 -1.9556
F -4.5862 -2.1087 -0.8079
F -5.0281 -1.4844 -2.8207
F -3.3299 -2.7364 -2.4170
H -3.5546 1.6174 -1.1510
H -4.4132 0.4239 -0.1823
H -4.9717 0.7873 -1.8362
*
```



No. 5
Density functional theory data (ωB97M-V/def2-TZVPD) for one molecule with the formula C5H3I2N3 in a non-equilibrium geometry.

Summary:
highest occupied orbital energy = -9.655 eV
SMILES = N#C[C@]12CN1N=C(I)[C@H]2I

```
! RIJCOSX wB97M-V def2-TZVPD def2/J DEFGRID3
* xyz 0 1
N 2.3439 -0.5517 2.1908
C 1.6165 -0.3437 1.3751
C 0.7758 -0.0071 0.3407
C 1.0639 0.0724 -1.0936
N 0.6971 1.1949 -0.3517
N -0.6129 1.6488 -0.4998
C -1.4262 0.7559 -0.0833
I -3.4742 0.9490 -0.2276
C -0.9091 -0.4368 0.4950
I -1.3268 -2.3150 -0.5299
H 2.0659 -0.0253 -1.3727
H 0.3339 -0.2988 -1.7521
H -1.1480 -0.6427 1.5091
*
```